Below is a structure of composition C27H36N5O2ReTe in a non-equilibrium geometry, with properties calculated with wB97M-V/def2-TZVPD.

Each line ends with the Löwdin charge.
Atoms and positions in Å:
H: -1.13003 2.65612 -4.27554  0.117
H: 2.78335 3.27785 -1.22647  0.099
C: 2.05168 -2.62882 -1.79314  -0.057
H: 4.17792 -1.68169 -0.11929  0.024
H: -1.67046 2.10044 -5.74850  0.186
C: -0.80929 4.60657 -3.05710  -0.068
H: 5.09902 1.18841 1.02247  0.039
O: 0.14856 3.48373 1.72894  0.191
H: 0.75581 0.42867 -2.96452  0.097
C: -1.63263 -3.48864 -1.04375  -0.198
C: -0.26312 1.20663 2.33191  -0.213
H: -1.02545 -2.05866 4.18538  0.151
C: -1.33433 0.47417 -2.80345  -0.190
H: -2.76501 0.65232 -4.37121  0.148
C: -1.68236 0.59499 -4.27703  -0.087
C: -0.40020 -2.30648 1.43317  -0.415
H: -0.96706 -5.62175 -3.59866  0.127
H: -2.69791 4.82371 -2.06619  0.134
H: -0.15903 1.73252 -5.24016  0.174
C: -0.47692 -1.11990 2.34607  -0.174
H: -1.13797 0.13386 5.39822  0.142
C: -1.81941 -4.47938 -1.99911  -0.008
N: -1.12236 1.84819 -4.92082  0.220
H: 0.05554 -1.04853 -2.74717  0.088
H: 1.22133 -4.49354 -3.47079  0.130
C: -0.80387 -4.84004 -2.86902  -0.024
H: -1.34679 -0.26055 -4.86244  0.146
H: 3.18409 -2.55100 1.09979  0.026
N: -0.15414 -1.89189 0.07882  -0.102
H: -3.46624 3.37865 -0.34839  0.099
H: -2.43458 2.16567 0.41247  0.079
C: 0.79836 3.14006 -1.98259  -0.220
C: -0.37049 -2.87984 -0.96197  -0.207
C: 2.22059 2.65553 -1.92333  -0.043
C: 0.66270 -3.21047 -1.85223  -0.239
C: -0.81276 -1.12160 3.68734  0.083
H: 3.86359 2.38258 0.55930  0.017
H: -1.04491 5.32792 -3.83054  0.129
H: -2.87754 -3.81200 0.67597  0.104
H: 2.14805 -1.79881 -1.08971  -0.019
H: 2.31873 1.62253 -1.58847  0.013
C: -1.73244 4.33259 -2.05841  -0.012
C: 0.01772 2.34786 1.39185  -0.452
H: -1.46049 1.44102 -2.31352  0.091
N: 0.11083 1.88230 0.03941  -0.106
H: -0.64812 2.25616 4.14996  0.151
C: -0.86900 0.10194 4.35060  0.047
H: -2.06537 -0.20931 -2.36642  0.138
H: 2.70455 2.75083 -2.89477  0.098
H: 4.35417 1.09678 -0.59905  0.027
H: 2.37757 -2.27757 -2.77488  0.098
O: -0.50545 -3.43582 1.79306  0.204
C: 0.42227 -4.20169 -2.80000  -0.025
H: -3.72297 -3.15219 -0.71013  0.096
Te: 2.75203 0.08184 1.31680  1.524
C: -0.16070 2.84934 -1.00318  -0.226
Re: 0.38399 -0.05537 -0.23559  1.347
H: -2.69208 -2.10730 0.27046  0.071
H: 2.76651 -3.39340 -1.48331  0.107
H: 4.66514 -1.69612 1.60023  0.037
C: 0.44904 4.01893 -3.00963  -0.054
H: -2.78192 -4.97220 -2.05866  0.133
N: 0.01408 -0.06248 -2.46980  -0.035
C: 4.19151 1.35498 0.44248  -0.352
C: -2.78831 -3.10871 -0.15350  -0.020
C: -2.46650 3.19156 0.03777  -0.006
H: -2.31635 3.85955 0.88807  0.107
H: 1.19854 4.29538 -3.74274  0.129
N: -0.19985 0.02091 1.71978  -0.134
C: -0.59810 1.28859 3.66745  0.080
C: -1.42818 3.45548 -1.01979  -0.209
C: 3.82510 -1.69444 0.90724  -0.355

E_tot	-1820.0826	a.u.
lowest unoccupied orbital energy (spin up / spin down)	-10.25 / -10.23	eV
HOMO (spin up / spin down)	-16.6 / -16.6	eV
total charge	+3
spin multiplicity	2

***

Below is the ion CH4NS2 with charge +1 in a non-equilibrium geometry, with properties calculated with wB97M-V/def2-TZVPD.

Each line ends with the Löwdin charge.
Atoms and positions in Å:
H: -1.39160 -0.26840 -0.41573  0.085
H: 0.80092 1.42812 0.51125  0.141
H: -0.71274 1.25537 1.01943  0.169
S: 0.87087 -1.05607 -1.09497  0.515
S: 0.01108 -2.36192 -2.24652  0.259
N: 0.13440 0.73733 0.77029  0.101
H: 0.61450 0.49773 1.70851  0.218
C: -0.32744 -0.23216 -0.25228  -0.489

E_tot	-891.2875	a.u.
lowest unoccupied orbital energy (spin up / spin down)	-5.87 / -6.05	eV
HOMO (spin up / spin down)	-13.6 / -13.6	eV
total charge	+1